182
Properties=species:S:1:pos:R:3:lowdin_spin:R:1 method="wB97M-V/def2-TZVPD" homo_lumo_gap_ev="2.8 / 6.4" total_charge=-1 multiplicity=2 relative_energy_ev=0.0000 lumo_ev="0.2 / 0.2" energy_ha=-5678.12686
C 0.318 2.810 -2.827 0.000
C 0.863 2.289 -4.006 0.000
C 0.132 1.482 -4.832 0.000
C -1.227 1.211 -4.564 0.000
C -1.769 1.763 -3.392 0.000
C -1.022 2.530 -2.516 0.000
N -2.067 0.358 -5.417 0.000
O -3.326 0.513 -5.409 0.000
O -1.485 -0.313 -6.236 0.000
H 0.959 3.341 -2.140 0.000
H 1.901 2.478 -4.236 0.000
H 0.588 1.133 -5.747 0.000
H -2.759 1.507 -3.044 0.000
H -1.472 3.055 -1.686 0.000
C -5.206 6.382 2.971 0.000
C -4.061 6.377 2.147 0.001
C -3.926 5.306 1.282 0.000
C -4.863 4.237 1.274 0.000
C -5.996 4.277 2.044 0.000
C -6.205 5.403 2.865 0.000
N -4.570 3.060 0.413 0.000
O -5.424 2.262 0.107 0.000
O -3.399 2.966 0.080 0.000
H -5.415 7.233 3.603 0.000
H -3.256 7.096 2.127 0.000
H -3.039 5.211 0.674 0.000
H -6.798 3.562 2.149 0.000
H -7.145 5.533 3.381 0.000
C 3.851 6.053 4.098 0.002
C 3.497 4.706 3.929 0.000
C 2.348 4.344 3.285 0.002
C 1.474 5.352 2.764 0.001
C 1.829 6.705 2.808 0.001
C 3.041 7.083 3.496 0.000
N 0.197 4.927 2.107 0.009
O -0.062 3.761 1.922 -0.001
O -0.684 5.770 1.943 0.010
H 4.845 6.308 4.434 0.000
H 4.130 3.871 4.190 0.000
H 2.144 3.304 3.077 0.000
H 1.175 7.500 2.482 0.000
H 3.345 8.113 3.388 0.000
C 8.487 -0.833 2.153 0.000
C 7.522 -1.439 2.971 0.000
C 6.338 -1.916 2.435 0.000
C 6.054 -1.716 1.084 0.000
C 7.081 -1.223 0.273 0.000
C 8.261 -0.717 0.798 0.000
N 4.778 -2.204 0.546 0.000
O 4.705 -2.282 -0.661 0.000
O 3.817 -2.417 1.273 0.000
H 9.450 -0.500 2.513 0.000
H 7.723 -1.642 4.012 0.000
H 5.721 -2.474 3.124 0.000
H 6.966 -1.180 -0.800 0.000
H 9.032 -0.299 0.168 0.000
C 4.198 -1.223 -3.569 0.000
C 5.117 -2.156 -4.010 0.000
C 4.760 -3.191 -4.776 0.000
C 3.418 -3.379 -5.123 0.000
C 2.438 -2.353 -4.818 0.000
C 2.859 -1.248 -3.986 0.000
N 3.021 -4.609 -5.799 0.000
O 1.923 -4.702 -6.296 0.000
O 3.823 -5.540 -5.946 0.000
H 4.425 -0.490 -2.809 0.000
H 6.120 -2.172 -3.609 0.000
H 5.411 -3.990 -5.099 0.000
H 1.381 -2.434 -5.022 0.000
H 2.190 -0.451 -3.696 0.000
C -4.722 0.560 4.960 0.003
C -5.626 0.888 3.934 0.001
C -5.521 0.384 2.673 0.000
C -4.502 -0.604 2.454 0.002
C -3.605 -0.952 3.502 0.001
C -3.635 -0.265 4.729 0.003
N -4.461 -1.321 1.202 0.001
O -5.149 -0.933 0.267 0.001
O -3.639 -2.221 1.086 0.001
H -4.909 0.991 5.933 0.000
H -6.357 1.651 4.154 0.001
H -6.248 0.643 1.918 0.000
H -2.918 -1.774 3.369 0.000
H -2.886 -0.568 5.447 0.001
C -5.924 -1.770 -3.294 0.000
C -7.270 -1.696 -3.020 0.000
C -8.291 -1.841 -3.957 0.000
C -7.878 -2.019 -5.252 0.000
C -6.507 -2.146 -5.559 0.000
C -5.457 -1.996 -4.623 0.000
N -8.903 -2.117 -6.372 0.000
O -8.444 -2.007 -7.502 0.000
O -10.052 -2.217 -6.046 0.000
H -5.213 -1.645 -2.491 0.000
H -7.501 -1.503 -1.983 0.000
H -9.328 -1.671 -3.710 0.000
H -6.141 -2.213 -6.573 0.000
H -4.432 -2.008 -4.962 0.000
C -3.282 -3.382 -7.075 0.000
C -2.124 -3.542 -6.306 0.000
C -1.589 -4.830 -6.220 0.000
C -2.152 -5.912 -6.932 0.000
C -3.304 -5.634 -7.701 0.000
C -3.863 -4.407 -7.869 0.000
N -1.449 -7.203 -6.947 0.000
O -0.400 -7.217 -6.249 0.000
O -1.847 -8.072 -7.639 0.000
H -3.627 -2.364 -7.180 0.000
H -1.677 -2.685 -5.823 0.000
H -0.707 -4.969 -5.611 0.000
H -3.727 -6.497 -8.195 0.000
H -4.785 -4.113 -8.347 0.000
C 2.202 1.346 6.000 0.001
C 3.208 0.846 6.908 0.000
C 3.743 -0.423 6.703 0.000
C 3.279 -1.207 5.630 0.000
C 2.332 -0.685 4.751 0.000
C 1.755 0.542 4.908 0.001
N 3.836 -2.518 5.479 0.000
O 3.067 -3.419 5.162 0.000
O 5.046 -2.695 5.663 0.000
H 1.737 2.304 6.179 0.001
H 3.494 1.519 7.703 0.000
H 4.528 -0.811 7.335 0.000
H 2.051 -1.255 3.878 0.000
H 0.996 0.940 4.251 0.001
C 4.319 1.713 0.875 0.000
C 3.635 2.852 0.397 0.000
C 4.328 4.089 0.494 0.000
C 5.556 4.163 1.201 0.000
C 6.097 3.015 1.792 0.000
C 5.430 1.797 1.679 0.000
N 6.200 5.505 1.314 0.000
O 5.904 6.413 0.549 0.000
O 7.023 5.674 2.232 0.000
H 3.988 0.739 0.543 0.000
H 2.710 2.756 -0.152 0.000
H 3.930 5.000 0.073 0.000
H 7.022 3.107 2.342 0.000
H 5.808 0.915 2.175 0.000
C -4.236 4.598 7.863 0.097
C -3.127 3.771 8.165 -0.004
C -2.471 3.083 7.139 0.075
C -2.864 3.270 5.774 0.040
C -3.943 4.104 5.526 0.072
C -4.671 4.747 6.549 0.001
N -2.138 2.692 4.652 0.262
O -2.471 2.869 3.466 0.201
O -1.176 1.958 4.939 0.193
H -4.710 5.134 8.671 0.007
H -2.921 3.681 9.222 -0.003
H -1.578 2.521 7.370 0.009
H -4.199 4.311 4.497 0.007
H -5.472 5.460 6.416 -0.003
C 0.713 0.209 0.991 0.000
C -0.642 0.550 0.890 0.000
C -1.428 0.006 -0.204 0.000
C -0.860 -0.766 -1.194 0.000
C 0.450 -1.091 -1.057 0.000
C 1.259 -0.620 0.044 0.000
N -1.680 -1.193 -2.312 0.000
O -2.771 -0.740 -2.410 0.000
O -1.248 -1.934 -3.142 0.000
H 1.371 0.617 1.745 0.000
H -1.103 1.307 1.507 0.000
H -2.468 0.273 -0.320 0.000
H 0.977 -1.667 -1.803 0.000
H 2.299 -0.903 0.117 0.000
C 4.108 -8.368 -1.801 0.000
C 2.879 -8.812 -2.162 0.000
C 1.911 -7.823 -2.393 0.000
C 2.173 -6.506 -2.287 0.000
C 3.486 -6.157 -1.901 0.000
C 4.481 -7.073 -1.634 0.000
N 1.180 -5.437 -2.617 0.000
O 1.498 -4.269 -2.500 0.000
O 0.054 -5.809 -3.069 0.000
H 4.860 -9.064 -1.460 0.000
H 2.666 -9.871 -2.146 0.000
H 0.949 -8.195 -2.714 0.000
H 3.720 -5.131 -1.657 0.000
H 5.491 -6.835 -1.334 0.000

---

65
Properties=species:S:1:pos:R:3:lowdin_spin:R:1 method="wB97M-V/def2-TZVPD" homo_lumo_gap_ev="5.2 / 5.2" total_charge=+2 multiplicity=2 lumo_ev="-8.6 / -8.7" energy_ha=-4464.58082
W -0.452 0.672 0.931 0.617
O -3.190 1.788 -1.561 0.001
P -2.446 1.614 -0.229 0.005
O -1.064 2.247 -0.121 0.026
O -2.115 0.159 0.050 0.016
O -3.286 2.226 0.933 -0.001
P -2.493 2.395 2.408 0.001
O -1.460 3.554 2.060 0.000
O -3.410 2.617 3.486 0.000
O -1.571 1.174 2.336 0.004
H -3.741 2.554 -1.738 0.000
H -1.703 4.390 2.475 0.000
C 3.200 4.769 -2.400 0.000
C 3.863 3.666 -1.887 0.000
C 3.161 2.519 -1.557 -0.001
C 1.783 2.462 -1.776 -0.004
C 1.126 3.559 -2.312 0.000
C 1.834 4.713 -2.620 0.000
Ge 0.860 0.722 -1.179 -0.034
C 1.716 0.841 0.669 0.030
C 2.322 -0.232 1.396 0.060
C 2.271 -0.282 2.764 0.113
C 1.555 0.720 3.487 0.002
C 1.087 1.854 2.854 0.086
C 1.178 2.007 1.437 -0.007
C 1.928 -0.803 -2.015 -0.013
C 1.970 -2.074 -1.450 -0.003
C 2.822 -3.036 -1.969 0.000
C 3.566 -2.750 -3.104 -0.002
C 3.484 -1.500 -3.698 -0.001
C 2.642 -0.532 -3.178 -0.003
H 3.747 5.674 -2.621 0.000
H 4.933 3.686 -1.743 0.000
H 3.676 1.661 -1.147 0.000
H 0.060 3.512 -2.490 0.000
H 1.318 5.560 -3.043 0.000
H 2.874 -0.984 0.836 0.004
H 2.765 -1.067 3.311 0.005
H 1.479 0.626 4.559 -0.002
H 0.736 2.688 3.456 0.003
H 1.254 3.012 1.000 0.009
H 1.336 -2.314 -0.605 0.000
H 2.901 -4.004 -1.499 0.000
H 4.191 -3.513 -3.549 0.000
H 4.080 -1.271 -4.569 0.000
H 2.561 0.436 -3.651 0.000
C -3.134 -4.007 -0.741 0.000
C -3.741 -3.711 0.626 0.000
C -4.546 -2.415 0.612 0.000
C -2.653 -3.672 1.707 0.001
N -1.749 -2.553 1.584 0.012
C -1.402 -1.741 2.572 0.004
N -0.389 -0.938 2.184 0.051
N -0.150 -1.326 0.823 -0.005
N -1.033 -2.302 0.499 0.022
H -3.919 -4.169 -1.474 0.000
H -2.528 -4.908 -0.696 0.000
H -2.508 -3.180 -1.069 0.000
H -4.402 -4.537 0.904 0.000
H -3.926 -1.568 0.311 0.000
H -4.978 -2.219 1.590 0.000
H -5.363 -2.507 -0.096 0.000
H -2.049 -4.583 1.648 0.001
H -3.088 -3.611 2.707 0.000
H -1.790 -1.768 3.572 0.000